Record 1
{"formula": "C24H66F3O12S10Tl", "method": "wB97M-V/def2-TZVPD", "symbols": ["Tl", "S", "S", "S", "S", "S", "S", "S", "S", "S", "S", "F", "F", "F", "O", "O", "O", "O", "O", "O", "O", "O", "O", "O", "O", "O", "C", "C", "C", "C", "C", "C", "C", "C", "C", "C", "C", "C", "C", "C", "C", "C", "C", "C", "C", "C", "C", "C", "C", "C", "H", "H", "H", "H", "H", "H", "H", "H", "H", "H", "H", "H", "H", "H", "H", "H", "H", "H", "H", "H", "H", "H", "H", "H", "H", "H", "H", "H", "H", "H", "H", "H", "H", "H", "H", "H", "H", "H", "H", "H", "H", "H", "H", "H", "H", "H", "H", "H", "H", "H", "H", "H", "H", "H", "H", "H", "H", "H", "H", "H", "H", "H", "H", "H", "H", "H"], "xyz": [[-4.1420, -2.6492, 6.3788], [-8.7594, -2.3767, 1.8935], [-3.9479, 2.4620, -6.0135], [0.6016, -4.9573, -6.2988], [4.3719, -4.3862, 0.2219], [-1.0856, 2.8360, 7.3894], [7.1823, 4.3239, 1.1358], [3.9787, 3.7970, -5.3836], [-0.9579, 8.4919, -3.6710], [-1.8063, -7.5985, 3.3408], [2.1094, -2.8485, 7.1438], [-1.7138, -2.0708, 0.3713], [-2.8176, -0.1903, -0.0211], [-1.0037, -0.5341, -1.1075], [0.8624, -3.6413, 6.7710], [-2.7016, -6.3646, 3.2337], [-0.7646, 1.3567, 0.9308], [5.8033, -4.3786, 0.7392], [-7.4639, -2.0558, 2.6150], [1.3346, -4.3543, -5.0932], [-1.3941, -0.2666, 2.5422], [-4.2014, 1.4951, -7.1671], [-1.5499, 1.3316, 7.5687], [3.3090, 3.7517, -6.7513], [0.1977, 8.8769, -2.6574], [6.1171, 3.5549, 0.3579], [-4.9468, 2.0514, -4.5458], [-2.5860, -8.7119, 2.1118], [-0.4051, -7.1542, 2.2468], [-0.4061, 7.4933, -5.1751], [3.4196, 2.3293, -4.4614], [2.7072, -1.9034, 5.7144], [6.6909, 6.0765, 0.7200], [5.8218, 3.5457, -5.4789], [-1.6061, -0.7599, 0.0651], [6.4756, 4.1762, 2.7855], [-2.2048, 7.3737, -2.8940], [-1.5590, 3.8187, 8.8337], [0.1340, 3.5553, 1.2505], [-0.9168, -0.0703, 1.2048], [-1.1785, -4.3576, -6.0857], [-8.2855, -3.3505, 0.3900], [-8.9862, -0.7818, 0.9289], [4.1528, -2.8143, -0.7797], [4.4100, -5.5441, -1.3007], [0.3404, -6.6286, -5.7555], [0.2391, 2.0599, 1.5950], [-2.2812, 3.6354, 6.1826], [-2.3554, 2.0147, -5.2061], [3.4510, -4.1797, 7.0145], [0.0988, -0.4662, 1.2002], [4.2457, 2.2080, -3.7607], [0.8269, 4.1758, 1.8187], [-9.2074, -0.0401, 1.6964], [-8.1712, -0.3716, 0.3326], [6.3774, 3.5153, -4.5416], [-1.4982, 2.3782, -5.7728], [5.3505, -5.5596, -1.8514], [3.7523, -1.6308, 5.8613], [6.6168, 3.1237, 3.0312], [-1.4155, -4.1844, -5.0360], [4.5102, -3.9576, 6.8846], [6.1567, 4.3655, -6.1144], [-1.6894, -5.2775, -6.3704], [1.2973, -7.1147, -5.5653], [-2.1597, 0.9438, -5.1510], [-2.3139, 7.8720, -1.9308], [-3.5810, -9.0949, 2.3385], [6.9968, 6.7360, 1.5321], [5.6323, 6.2102, 0.4973], [3.5690, -5.3913, -1.9770], [-8.2057, -4.4302, 0.5162], [4.3231, -6.5946, -1.0234], [-3.3409, 3.5194, 6.4102], [2.0824, -1.0245, 5.8730], [6.0489, 2.6679, -6.0838], [2.9946, -4.7532, 6.2078], [-1.3405, -3.5067, -6.7474], [-4.8463, 0.9837, -4.3505], [3.5045, -4.8937, 7.8364], [0.3155, 2.0438, 2.6821], [-8.8937, -3.1045, -0.4805], [-0.5909, -6.2312, 1.6975], [4.1235, -1.8790, -0.2209], [3.2758, 1.4247, -5.0524], [4.9203, -2.6993, -1.5451], [-0.3065, -7.2317, -6.3926], [5.4145, 4.4017, 2.6789], [-0.1541, -7.9496, 1.5450], [1.2138, 1.7207, 1.2442], [-0.1323, 6.4996, -4.8203], [0.4278, 7.9757, -5.6849], [-4.5836, 2.7258, -3.7704], [0.3654, -7.0362, 3.0087], [-0.8242, 3.9154, 1.6250], [-2.3618, 2.4119, -4.1910], [-2.0596, 3.3002, 5.1693], [-1.8446, 6.3664, -2.6849], [-9.8371, -0.8887, 0.2561], [2.4557, -2.4715, 4.8188], [-5.9655, 2.3006, -4.8429], [-1.0411, 3.4713, 9.7277], [-3.2059, 7.3387, -3.3238], [7.0724, 4.6772, 3.5477], [0.2489, 3.6635, 0.1719], [-0.3261, -6.6127, -4.8931], [-2.6276, -8.1136, 1.2017], [-1.1020, 7.4539, -6.0131], [3.1928, -2.9152, -1.2859], [-2.6239, 3.7927, 9.0648], [-1.9074, -9.5615, 2.0357], [-7.2397, -3.0784, 0.2478], [7.2267, 6.3138, -0.1991], [-2.1328, 4.7151, 6.1673], [-1.3442, 4.8833, 8.7405], [2.5536, 2.4902, -3.8193]], "atomic_forces_ev_per_a": [[0.14, -0.01, -0.14], [1.80, 1.69, -1.44], [0.63, -1.31, -1.04], [-0.22, 1.59, 2.42], [2.41, 0.15, -1.74], [-1.82, -2.26, -0.48], [-2.81, 0.53, -0.95], [-1.02, -0.22, -0.90], [1.25, 1.16, 0.43], [-1.98, 1.42, -2.07], [0.72, -2.26, 0.25], [0.12, 0.91, -0.90], [-0.36, -0.68, -0.28], [0.15, -0.79, 0.52], [1.22, 1.22, 0.04], [0.70, -0.77, 0.94], [-1.40, -1.98, -0.20], [-1.96, 0.01, -0.36], [-0.87, -0.91, -0.02], [-0.38, -0.44, -1.52], [1.13, -0.10, -4.17], [0.25, 1.19, 1.98], [0.77, 3.46, -0.21], [1.39, -0.01, 1.64], [-2.74, -2.00, -2.57], [1.29, 0.01, 0.10], [-0.09, 0.04, -1.14], [0.57, -0.23, 0.22], [0.32, -0.56, 0.86], [0.58, 0.08, 0.64], [0.88, 0.00, 0.67], [-1.01, 0.02, 0.90], [0.87, -0.29, 0.25], [-0.50, -0.29, -1.30], [-1.57, 0.40, 0.21], [0.85, -0.40, 0.13], [0.78, 0.20, 0.97], [-0.59, 0.12, 0.72], [-0.65, -0.59, 0.22], [0.45, 3.01, 4.65], [1.07, -1.31, -0.50], [0.73, -0.05, 0.32], [-1.00, -0.38, 0.40], [-0.33, -0.41, -0.22], [-0.35, -0.36, 0.38], [-1.22, -0.85, 0.17], [1.87, 1.45, 0.13], [0.44, 0.29, 0.26], [0.30, -0.17, -0.24], [-0.72, -0.52, 0.21], [0.86, -0.55, 0.35], [0.10, -0.40, 0.09], [0.52, -0.37, -0.27], [-0.17, -0.09, 0.00], [0.55, -0.82, 0.26], [-0.58, 0.16, 0.16], [-0.27, 0.48, -0.07], [0.14, 0.94, 0.24], [-0.07, -0.23, -0.16], [-0.26, -0.15, -0.23], [0.49, 0.23, -0.05], [-0.29, 0.85, -0.53], [-0.07, 0.29, 0.31], [-0.61, 0.43, -0.44], [-0.16, 0.17, -0.01], [-0.69, -0.21, -0.04], [-0.03, -0.02, 0.12], [0.11, 0.37, 0.51], [0.11, 0.07, -0.11], [-0.07, -0.64, 0.36], [0.00, 0.53, 0.09], [-0.67, 0.01, 0.45], [-0.17, 0.13, 0.83], [0.17, -0.59, 0.30], [0.10, 0.28, -0.82], [-0.24, -0.32, 0.20], [0.45, 0.03, -0.37], [-0.14, -0.22, 0.17], [0.02, 0.14, 0.27], [-0.76, 0.40, 0.51], [-0.86, -0.84, 0.24], [-0.02, 0.03, 0.20], [-0.35, -0.05, 0.34], [0.11, -0.43, 0.60], [0.20, 0.29, -0.31], [0.19, -0.42, 0.17], [0.54, 0.06, -0.88], [0.20, 0.23, 0.34], [0.06, -0.07, 0.23], [0.22, -0.28, -0.13], [0.06, 0.02, -0.18], [0.39, 0.19, 0.78], [-0.17, -0.27, 0.14], [0.52, 0.25, -0.56], [-0.32, -0.01, -0.53], [0.07, 0.18, -0.12], [0.03, -0.37, 0.22], [0.24, 0.02, -0.26], [-0.21, 0.01, 0.17], [0.25, 0.22, -0.05], [-0.03, -0.08, 0.27], [0.20, -0.26, -0.27], [0.40, 0.32, -0.67], [-0.40, 0.60, -0.08], [-0.13, 0.44, 0.14], [0.64, 0.35, 0.67], [0.05, -0.18, -0.03], [-0.90, 0.01, 0.72], [-0.09, -0.12, -0.02], [-0.12, -0.46, -0.29], [-0.02, -0.08, -0.35], [-0.05, 0.51, -0.24], [0.18, 0.05, 0.16], [0.42, 0.07, 0.25], [0.43, -0.09, -0.54], [-0.16, 0.50, -0.49]], "lowdin_charge": [0.959, 0.858, 0.857, 0.875, 0.878, 0.862, 0.871, 0.891, 0.914, 0.854, 0.847, 0.167, 0.167, 0.177, -0.579, -0.616, -0.059, -0.552, -0.617, -0.584, 0.105, -0.532, -0.617, -0.505, -0.515, -0.588, -0.260, -0.263, -0.256, -0.218, -0.245, -0.266, -0.233, -0.219, -0.571, -0.270, -0.247, -0.285, -0.056, -0.279, -0.210, -0.260, -0.252, -0.251, -0.223, -0.295, -0.280, -0.248, -0.263, -0.230, 0.192, 0.043, 0.080, 0.040, 0.057, 0.061, 0.045, 0.059, 0.058, 0.048, 0.056, 0.053, 0.051, 0.034, 0.061, 0.057, 0.044, 0.055, 0.049, 0.057, 0.042, 0.045, 0.040, 0.056, 0.033, 0.061, 0.038, 0.047, 0.062, 0.045, 0.121, 0.049, 0.057, 0.043, 0.067, 0.057, 0.059, 0.059, 0.048, 0.120, 0.043, 0.052, 0.047, 0.034, 0.077, 0.038, 0.033, 0.049, 0.044, 0.058, 0.050, 0.053, 0.060, 0.058, 0.077, 0.056, 0.053, 0.057, 0.038, 0.058, 0.047, 0.045, 0.041, 0.046, 0.057, 0.048], "energy_ha": -6309.5737, "e_lumo_ev": -10.57, "total_charge": 2, "gap_ha": 0.0503, "homo_energy_ha": -0.43881}

Record 2
{"formula": "C22H47NO10", "method": "wB97M-V/def2-TZVPD", "symbols": ["O", "O", "O", "O", "O", "O", "O", "O", "O", "O", "N", "C", "C", "C", "C", "C", "C", "C", "C", "C", "C", "C", "C", "C", "C", "C", "C", "C", "C", "C", "C", "C", "C", "H", "H", "H", "H", "H", "H", "H", "H", "H", "H", "H", "H", "H", "H", "H", "H", "H", "H", "H", "H", "H", "H", "H", "H", "H", "H", "H", "H", "H", "H", "H", "H", "H", "H", "H", "H", "H", "H", "H", "H", "H", "H", "H", "H", "H", "H", "H"], "xyz": [[3.9230, 2.1604, 2.3996], [1.6232, 0.7295, -1.3189], [-6.4488, -1.8977, -2.3241], [-1.8872, 4.0949, -2.2272], [-4.9854, 0.7464, 0.3536], [-3.0005, -0.0190, -0.3944], [-1.0077, -4.4621, 3.5731], [-1.2128, 2.4960, -3.6765], [8.3086, -1.5726, -1.7763], [-1.4286, -0.7294, -1.8714], [-5.4100, 1.8107, -2.4731], [-3.2615, 0.6350, -2.6101], [5.0810, 3.2968, 4.1966], [-0.5522, -3.1612, 3.2006], [6.9834, -0.1050, -3.1721], [-1.1672, 3.1782, -2.5204], [-2.9158, 0.8516, -4.0429], [-1.4834, -2.5467, 2.1677], [-4.3400, 1.0650, -1.9512], [-2.5077, 2.2997, -4.2645], [2.2904, 0.6991, -0.0554], [-8.4903, -2.6441, -1.2556], [1.2635, 0.5475, 1.0521], [-4.2132, 0.6086, -0.5397], [-7.0310, -2.2598, -1.0684], [-2.4252, -0.1188, -1.6550], [-6.2338, -3.3819, -0.4227], [7.1493, -0.7400, -1.7999], [7.2294, 0.3114, -0.7043], [2.5692, 3.2967, 4.0527], [3.3131, -0.4233, -0.0179], [-0.4274, -2.2763, 4.4316], [3.8451, 2.5143, 3.7812], [9.0736, -1.0134, -1.9470], [0.7204, -0.3942, 0.9259], [-1.8803, -4.3633, 3.9678], [-0.3898, 2.8003, -1.8475], [3.9526, 2.9769, 1.8891], [-5.1917, -3.0873, -0.2947], [-1.5635, -3.1887, 1.2902], [2.5652, 4.2275, 3.4788], [1.1506, -0.1063, -1.4135], [3.8145, 1.5683, 4.3236], [0.4347, -3.3099, 2.7598], [-3.2498, 2.9704, -3.8431], [-0.0461, -1.2874, 4.1716], [6.3070, -1.4048, -1.6041], [-8.5729, -3.5133, -1.9139], [6.3336, 0.9339, -0.6858], [-6.2812, 1.4562, -2.0909], [-6.4870, -2.6666, -2.9025], [8.0973, 0.9599, -0.8549], [2.8036, 1.6554, 0.0380], [7.3428, -0.1609, 0.2717], [-2.4890, -2.4314, 2.5823], [1.6944, 2.7203, 3.7502], [-2.4277, 2.5333, -5.3230], [5.9839, 2.7202, 3.9956], [6.9250, -0.8728, -3.9436], [4.0385, -0.3060, -0.8245], [-1.1282, -1.5653, 1.8517], [1.7304, 0.5519, 2.0372], [0.5308, 1.3555, 1.0109], [-8.9601, -2.8894, -0.3026], [-5.3246, 2.7789, -2.1779], [-2.0906, 0.2060, -4.3350], [-6.9660, -1.3653, -0.4467], [6.0811, 0.5066, -3.2202], [-3.7788, 0.6089, -4.6612], [2.4738, 3.5452, 5.1104], [-6.6419, -3.6468, 0.5531], [-9.0455, -1.8275, -1.7175], [-6.2498, -4.2731, -1.0563], [3.8467, -0.4344, 0.9330], [5.1498, 4.2278, 3.6272], [0.2446, -2.7289, 5.1611], [5.0548, 3.5450, 5.2583], [-1.4024, -2.1538, 4.9114], [7.8431, 0.5307, -3.4026], [2.8242, -1.3920, -0.1569]], "atomic_forces_ev_per_a": [[0.02, -0.17, 0.05], [0.09, 0.17, -0.07], [0.07, 0.28, 0.10], [-0.11, -0.35, -0.06], [-0.04, -0.04, 0.15], [0.19, -0.49, -0.01], [0.17, -0.06, -0.08], [-0.14, -0.37, 0.40], [-0.13, -0.13, 0.04], [0.14, -0.07, 0.30], [0.01, -0.14, 0.28], [-0.34, 0.13, -0.17], [0.10, -0.10, -0.02], [-0.32, 0.19, 0.13], [-0.04, -0.11, -0.07], [-0.18, 0.56, 0.25], [0.16, -0.02, 0.10], [0.03, -0.10, -0.10], [0.36, -0.18, -0.40], [-0.12, 0.15, -0.51], [-0.18, -0.38, 0.08], [-0.04, 0.12, -0.06], [-0.12, 0.09, 0.12], [-0.29, 0.24, 0.08], [-0.08, -0.35, -0.05], [0.07, 0.20, -0.11], [0.13, 0.08, 0.00], [0.20, 0.32, -0.09], [-0.01, -0.07, 0.15], [-0.09, -0.11, -0.03], [0.13, 0.00, -0.10], [0.12, -0.05, 0.06], [-0.01, 0.37, -0.03], [0.02, 0.00, 0.00], [0.04, -0.02, 0.00], [-0.02, 0.00, 0.00], [0.31, -0.06, -0.28], [0.01, 0.02, 0.00], [-0.01, 0.03, 0.03], [0.05, 0.01, -0.02], [0.05, 0.03, 0.04], [-0.09, 0.04, -0.07], [0.00, -0.07, -0.07], [0.01, -0.10, 0.00], [0.11, 0.19, 0.16], [-0.02, 0.01, -0.01], [0.05, -0.09, 0.02], [0.02, -0.05, 0.05], [0.01, 0.01, 0.00], [-0.05, 0.08, 0.02], [0.00, -0.02, -0.01], [-0.03, 0.03, -0.09], [-0.05, 0.06, -0.07], [-0.05, -0.02, 0.00], [0.02, 0.07, 0.05], [0.01, -0.02, 0.02], [0.12, -0.08, -0.08], [-0.01, -0.02, 0.02], [-0.03, -0.01, 0.01], [0.01, 0.03, 0.01], [-0.05, 0.02, -0.01], [0.05, 0.00, -0.02], [0.02, 0.02, 0.00], [0.01, -0.02, 0.00], [-0.05, 0.05, -0.10], [0.03, -0.10, 0.02], [0.05, 0.06, -0.06], [0.01, 0.01, 0.01], [-0.11, 0.10, -0.03], [0.01, 0.02, 0.00], [-0.01, -0.01, 0.00], [0.01, 0.02, 0.03], [-0.07, -0.02, 0.01], [-0.01, 0.02, 0.01], [-0.06, 0.03, 0.04], [0.02, 0.00, -0.02], [-0.01, 0.02, 0.00], [-0.03, 0.05, -0.05], [-0.02, 0.05, 0.05], [-0.05, 0.01, 0.06]], "lowdin_charge": [-0.065, -0.059, -0.062, 0.076, 0.174, 0.144, -0.055, -0.015, -0.054, 0.179, 0.137, -0.069, -0.062, -0.501, -0.062, -0.329, -0.077, -0.060, -0.172, -0.153, -0.493, -0.061, -0.055, -0.389, -0.501, -0.375, -0.056, -0.506, -0.066, -0.058, -0.050, -0.062, -0.496, 0.084, 0.067, 0.084, 0.142, 0.089, 0.075, 0.082, 0.083, 0.072, 0.138, 0.136, 0.113, 0.073, 0.130, 0.081, 0.070, 0.098, 0.086, 0.080, 0.123, 0.081, 0.083, 0.072, 0.130, 0.079, 0.079, 0.064, 0.061, 0.067, 0.082, 0.081, 0.108, 0.129, 0.129, 0.078, 0.134, 0.081, 0.082, 0.078, 0.083, 0.080, 0.081, 0.078, 0.080, 0.081, 0.080, 0.085], "energy_ha": -1673.6178, "e_lumo_ev": -0.72, "smiles": "NC1=C(CCOC=O)C(=O)OC1=O.CC(C)O.CC(C)O.CC(C)O.CC(C)O.CC(C)O", "total_charge": 0, "gap_ha": 0.3421, "homo_energy_ha": -0.36866}

Max |F| across the listed records, respectively: 0.10813; 0.01238 hartree/bohr.